Record 1
C46H28BrCaN9OSe | ωB97M-V/def2-TZVPD

Computed properties:
Net charge = 0
LUMO energy = -0.68 eV
Gap between HOMO and LUMO = 5.570 eV
HOMO = -6.3 eV

Geometry as XYZ:
```
87
Properties=species:S:1:pos:R:3:forces:R:3:mulliken_charge:R:1
Ca -0.3646 -0.0721 1.3366 0.600 0.512 -0.056 1.90
Br -7.4870 -0.1179 1.7413 -0.042 0.020 -0.010 -0.23
C -5.6374 -0.3597 2.0790 0.127 -0.170 0.022 -0.19
C -5.1159 -1.6670 2.1646 -0.071 -0.011 -0.039 -0.48
C -3.7888 -1.8791 2.4103 -0.133 0.071 -0.003 -0.51
C -2.8809 -0.7937 2.5848 0.383 0.140 0.264 0.57
O -1.6387 -1.0020 2.8147 -0.811 -0.379 0.395 -1.05
C -3.4301 0.5302 2.4753 0.095 0.371 -0.074 0.59
C -2.6275 1.7275 2.5636 -0.176 -0.288 0.041 0.01
N -1.3412 1.7463 2.6518 0.388 0.382 -0.057 -0.11
C -0.6155 2.9484 2.7298 -0.009 -0.501 -0.140 -0.44
C -1.0920 4.1278 3.2327 -0.005 0.361 0.081 -0.36
C -0.2848 5.2904 3.2797 -0.219 -0.145 0.052 -1.00
C 1.0048 5.2630 2.8466 0.126 -0.109 -0.084 -0.88
C 1.5536 4.0484 2.3554 0.125 0.226 0.050 1.29
C 2.9017 3.9414 1.9334 0.004 0.191 0.020 -0.90
C 3.3941 2.7503 1.5016 -0.065 -0.145 -0.026 -1.03
C 2.5230 1.6408 1.4752 0.038 -0.032 -0.016 -0.22
N 1.2690 1.6918 1.8460 -0.071 0.746 0.203 -0.08
C 0.7591 2.8933 2.2975 -0.088 -0.553 -0.075 0.52
C -4.8105 0.7113 2.2313 0.034 0.062 -0.014 -0.86
H -5.7818 -2.5093 2.0251 -0.005 0.005 0.003 0.42
H -3.3792 -2.8798 2.4622 -0.003 -0.001 0.014 0.49
H -3.1889 2.6671 2.4930 -0.033 0.005 0.057 0.17
H -2.1017 4.1677 3.6219 0.027 0.030 0.006 0.49
H -0.7024 6.2050 3.6807 -0.012 -0.014 -0.006 0.38
H 1.6275 6.1481 2.8903 0.012 -0.026 -0.011 0.41
H 3.5322 4.8229 1.9634 -0.019 0.001 0.015 0.43
H 4.4177 2.6386 1.1717 -0.007 0.003 0.013 0.49
H 2.8782 0.6800 1.1122 -0.017 0.014 -0.011 0.45
H -5.2051 1.7186 2.1554 0.008 -0.007 0.003 0.44
C 2.3324 -3.3305 3.2067 0.025 0.136 -0.006 -1.11
C 1.9329 -2.1051 2.6461 0.054 0.007 -0.003 -0.48
N 0.9728 -1.9907 1.7645 -0.126 -0.663 -0.225 0.47
C 0.2824 -3.1086 1.3547 0.031 0.479 -0.218 0.16
C 0.6076 -4.3731 1.8824 -0.042 -0.256 0.029 1.23
C 1.6636 -4.4496 2.8194 -0.029 -0.172 -0.003 -0.84
C -0.1251 -5.5262 1.4979 0.152 0.134 0.110 -1.03
C -1.1716 -5.3702 0.6424 -0.208 0.140 -0.182 -1.07
C -1.5107 -4.1170 0.0888 -0.006 -0.272 0.107 -1.12
C -0.7980 -2.9587 0.3687 0.174 0.288 0.012 -0.11
N -1.0355 -1.6992 -0.1101 -0.072 -0.256 -0.268 1.61
C -1.8364 -1.3736 -1.1694 0.187 0.139 0.287 -0.10
C -2.2898 -2.2141 -2.1739 -0.189 -0.009 -0.282 -1.32
C -3.1616 -1.7768 -3.1960 0.190 -0.286 0.145 -0.89
C -3.5964 -0.4919 -3.2685 0.017 0.234 0.124 -1.07
C -3.0887 0.4453 -2.3298 -0.072 0.000 -0.273 1.21
C -3.4123 1.8142 -2.4169 -0.084 0.011 -0.067 -0.89
C -2.8507 2.7114 -1.5581 0.048 0.042 0.065 -1.51
C -1.9568 2.2256 -0.5932 -0.006 0.020 0.105 -0.69
N -1.6400 0.9589 -0.4565 -0.508 -0.331 -0.525 1.40
C -2.2007 0.0407 -1.3124 0.361 -0.194 0.316 -0.38
H 3.1345 -3.3614 3.9310 -0.003 -0.007 -0.010 0.45
H 2.4265 -1.1854 2.9494 -0.011 -0.001 -0.004 0.43
H 1.9218 -5.4184 3.2326 -0.017 0.004 -0.019 0.43
H 0.1396 -6.4921 1.9086 0.004 0.014 0.007 0.39
H -1.7709 -6.2303 0.3662 -0.004 0.016 0.001 0.39
H -2.3828 -4.0586 -0.5421 0.008 -0.051 0.028 0.73
H -1.9547 -3.2386 -2.1930 -0.024 0.020 -0.051 0.74
H -3.4958 -2.5001 -3.9309 0.015 0.000 0.011 0.39
H -4.2875 -0.1625 -4.0336 0.015 0.014 0.007 0.39
H -4.1059 2.1379 -3.1850 0.013 -0.009 0.008 0.42
H -3.0745 3.7684 -1.6042 0.000 -0.004 -0.006 0.51
H -1.4978 2.9204 0.1065 -0.009 -0.022 0.009 0.50
Se 5.9216 0.7065 -5.9847 -0.099 -0.025 0.106 0.20
N 5.3273 -0.7491 -5.1174 0.116 0.250 -0.158 -0.87
C 4.4701 -0.3308 -4.2335 -0.262 -0.175 0.340 1.04
C 3.7681 -1.2212 -3.2961 0.267 0.181 -0.364 0.42
C 3.9835 -2.5957 -3.3013 0.032 -0.089 -0.029 -0.77
C 3.3136 -3.3683 -2.3835 -0.036 -0.054 0.059 -1.10
C 2.4662 -2.7361 -1.4745 -0.038 0.112 0.010 0.02
N 2.2515 -1.4285 -1.4532 0.062 -0.176 -0.052 0.23
C 2.8780 -0.6830 -2.3673 -0.210 0.486 0.204 -0.39
C 2.5867 0.7864 -2.3570 -0.084 -0.386 0.092 -0.30
N 1.6563 1.2288 -1.5013 0.142 0.157 0.006 0.35
C 1.4057 2.5298 -1.4814 -0.073 -0.098 0.041 0.25
C 2.0420 3.4644 -2.2936 -0.011 -0.004 0.004 -1.31
C 2.9854 3.0078 -3.1845 0.009 0.108 -0.017 -0.79
C 3.2629 1.6459 -3.2244 0.311 -0.111 -0.352 0.39
C 4.2349 1.0949 -4.1833 -0.353 0.075 0.362 1.03
N 4.9016 1.8291 -5.0234 0.206 -0.186 -0.195 -0.86
H 4.6673 -3.0261 -4.0216 -0.007 0.022 0.007 0.51
H 3.4358 -4.4423 -2.3479 0.009 0.009 -0.013 0.48
H 1.9381 -3.3242 -0.7343 -0.065 0.013 0.087 0.29
H 0.6474 2.8565 -0.7770 0.031 -0.015 0.007 0.17
H 1.7875 4.5132 -2.2217 0.001 -0.012 -0.004 0.52
H 3.5113 3.6742 -3.8562 -0.009 -0.008 0.009 0.51
```
Positions in Å, forces in eV/Å.



Record 2
C46H31F10N11O2S2Ti | ωB97M-V/def2-TZVPD

Computed properties:
Net charge = -2
Multiplicity = 3
LUMO energy (alpha / beta) = 2.93 / 2.93 eV
Gap between HOMO and LUMO (alpha / beta) = 3.622 / 4.645 eV
<S²> = 2.036
HOMO (alpha / beta) = -0.7 / -1.7 eV

Geometry as XYZ:
```
103
Properties=species:S:1:pos:R:3:forces:R:3:mulliken_spin:R:1
Ti -1.0619 1.2329 0.5623 -1.767 0.023 -0.423 0.95
C 1.4296 4.4074 2.4210 -0.111 -0.138 0.104 0.00
N 0.3833 3.4913 2.8094 0.205 0.111 0.501 0.01
C -0.4507 4.0115 3.8826 -0.407 0.026 -0.135 0.00
C -1.9389 4.0396 3.4889 0.011 -0.014 0.279 0.01
N -2.4175 2.7605 3.0444 0.631 0.205 0.229 -0.01
C -3.5263 2.2192 3.4563 -0.615 -0.195 0.350 0.02
C -3.9711 1.0114 2.8115 0.380 -0.082 -0.492 0.00
F -3.2194 0.5163 1.7560 -0.977 -0.012 0.859 -0.03
C -5.1066 0.3141 3.1300 -0.128 -0.149 0.040 0.00
F -5.4044 -0.8210 2.4603 -0.015 0.263 0.162 0.00
C -5.9605 0.7613 4.1365 0.057 0.090 0.029 0.00
F -7.0918 0.0774 4.4624 0.153 0.084 -0.033 0.00
C -5.6059 1.9317 4.7987 -0.302 -0.390 -0.080 0.00
F -6.4102 2.3959 5.7898 0.192 -0.125 -0.230 0.00
C -4.4584 2.6205 4.4846 0.217 0.067 -0.102 0.00
F -4.2292 3.7382 5.2444 0.015 -0.133 -0.122 0.00
C 0.9380 2.1779 3.0814 -0.144 -0.074 -0.034 0.05
C -0.0877 1.1365 3.5231 0.365 0.067 0.237 -0.02
N -0.6647 0.4182 2.4050 -0.103 0.752 0.105 0.00
C -1.0642 -0.8194 2.6479 -0.430 -1.522 0.263 -0.06
C -1.4086 -1.6575 1.5492 0.131 0.266 0.386 0.02
F -1.4332 -1.0307 0.3308 0.071 -0.261 0.498 0.01
C -1.6930 -2.9967 1.6157 -0.004 -0.151 0.110 0.00
F -1.9602 -3.6890 0.4974 0.060 0.062 0.173 0.00
C -1.6855 -3.6381 2.8529 -0.004 0.244 0.073 0.00
F -1.9087 -4.9684 2.9532 -0.005 0.188 -0.022 0.00
C -1.4566 -2.8605 3.9818 -0.050 -0.426 -0.242 0.00
F -1.4988 -3.4438 5.1993 -0.017 0.093 -0.249 0.00
C -1.1853 -1.5098 3.8965 0.062 0.412 -0.201 0.00
F -1.0906 -0.8624 5.0912 0.000 -0.122 -0.241 0.00
H 2.1346 4.6206 3.2491 0.020 0.016 -0.036 0.00
H 0.9876 5.3455 2.0854 0.054 0.082 -0.010 0.00
H 1.9975 3.9752 1.5972 0.063 0.037 -0.038 0.00
H -0.1483 5.0377 4.1237 0.015 0.014 -0.022 0.00
H -0.3221 3.4265 4.8052 0.019 0.062 -0.045 0.00
H -2.0355 4.7322 2.6417 0.045 0.221 0.017 0.00
H -2.4833 4.4693 4.3364 0.009 0.051 -0.125 0.00
H 1.7131 2.2511 3.8760 -0.010 -0.021 -0.096 0.00
H 1.4093 1.8036 2.1631 0.135 0.094 0.240 0.00
H -0.8859 1.6024 4.1054 0.182 -0.090 0.011 -0.02
H 0.4371 0.4353 4.1800 -0.031 0.111 -0.087 0.01
S -2.9450 3.0455 0.5086 -0.591 0.021 -0.234 -0.01
C -3.5025 3.2352 -1.1295 0.222 -0.228 0.113 0.01
C -4.1845 4.3778 -1.5218 -0.114 0.045 -0.313 0.00
C -4.6623 4.5334 -2.8251 0.757 -1.296 0.101 0.00
C -5.3786 5.6863 -3.1670 -0.608 1.089 -0.301 0.00
N -5.9648 6.6493 -3.4099 0.044 -0.064 -0.020 0.00
C -4.4131 3.5066 -3.7711 0.238 0.141 1.382 0.00
C -3.7481 2.3487 -3.3700 -0.138 0.206 -0.099 0.01
C -3.3151 2.1764 -2.0590 -0.023 -0.083 0.244 -0.02
S -2.6035 0.6967 -1.5370 -0.221 -0.117 0.100 -0.01
C -4.8398 3.6420 -5.0984 -0.358 0.118 -1.267 0.00
N -5.1696 3.7434 -6.1986 0.007 -0.010 0.084 0.00
H -4.3724 5.1561 -0.7950 -0.019 0.051 0.053 0.00
H -3.5782 1.5545 -4.0819 -0.011 -0.035 -0.088 0.00
C 7.3352 -8.0023 -6.1267 0.075 -0.005 -0.357 0.00
O 7.0348 -7.8548 -4.7704 -0.533 0.475 0.526 0.00
C 6.1016 -6.8985 -4.4045 0.080 -0.215 0.211 -0.01
C 5.5735 -5.9149 -5.2330 0.500 -0.519 -0.299 0.00
C 4.6563 -5.0013 -4.7418 -0.496 0.206 0.950 -0.01
C 4.2425 -5.0428 -3.3997 1.033 -1.046 -1.022 0.00
C 4.7786 -6.0622 -2.5843 -0.338 0.451 -0.181 -0.01
C 5.6837 -6.9619 -3.0680 0.385 -0.222 -0.535 0.00
C 3.3843 -4.1011 -2.7547 -1.105 1.183 1.088 -0.03
N 3.1941 -4.1275 -1.4410 0.488 -0.559 -0.810 0.02
C 2.4658 -3.0346 -1.1408 -0.510 0.970 -0.931 -0.01
C 2.1725 -2.2971 -2.2925 0.421 -0.969 1.120 0.00
N 2.7589 -3.0022 -3.3203 0.267 -0.412 0.177 0.01
C 1.4775 -1.0704 -2.2642 -0.650 1.083 0.028 -0.12
C 1.1804 -0.3414 -3.4211 0.463 -0.979 0.145 0.35
C 0.5279 0.8727 -3.2785 -0.462 1.099 0.765 0.02
C 0.1418 1.2920 -2.0194 0.526 0.353 -1.269 0.12
N 0.3916 0.6313 -0.8657 0.316 -0.187 -0.125 0.24
C 1.1194 -0.5356 -0.9750 0.479 -0.834 -0.728 0.17
C 1.5814 -1.2021 0.2014 0.326 -0.266 0.069 0.02
N 1.5639 -0.5328 1.3798 0.563 -0.180 -0.212 0.10
C 1.9694 -1.1615 2.4626 -0.068 0.226 -0.030 -0.07
C 2.3571 -2.4983 2.5177 0.108 -0.350 -0.233 0.13
C 2.4798 -3.1751 1.3178 -0.042 0.285 0.152 -0.05
C 2.1538 -2.5132 0.1405 -0.148 0.160 0.239 0.06
H 7.9714 -8.8862 -6.1929 -0.047 0.097 -0.087 0.00
H 7.8829 -7.1379 -6.5226 -0.068 -0.044 0.000 0.00
H 6.4292 -8.1622 -6.7238 0.075 0.030 0.005 0.00
H 5.8839 -5.8383 -6.2670 0.002 -0.045 -0.005 0.00
H 4.2726 -4.2439 -5.4134 -0.004 0.054 0.005 0.00
H 4.4475 -6.0900 -1.5583 0.050 -0.047 0.080 0.00
H 6.1034 -7.7305 -2.4362 0.012 -0.082 0.052 0.00
H 2.7211 -2.7679 -4.2975 0.029 -0.001 0.099 0.00
H 1.4542 -0.7149 -4.3971 0.029 -0.086 -0.108 0.04
H 0.2832 1.4792 -4.1371 -0.102 0.099 -0.019 0.01
H -0.3999 2.2318 -1.9473 0.098 -0.324 -0.006 0.05
H 2.0062 -0.5655 3.3664 -0.067 0.031 0.098 -0.01
H 2.5982 -2.9660 3.4617 0.031 0.022 0.043 0.01
H 2.8613 -4.1837 1.2566 0.042 -0.093 0.038 -0.01
N 1.1117 4.2904 -1.1706 -0.141 -0.235 0.284 0.03
C 0.0455 4.0145 -0.3289 0.278 0.501 -0.085 0.02
N -0.8421 5.0091 -0.1264 0.115 -0.310 0.119 0.01
O -0.0121 2.9303 0.2661 0.743 1.055 -0.518 -0.03
H 0.9696 4.9746 -1.8967 0.006 -0.048 0.091 0.00
H 1.6356 3.4718 -1.4466 -0.102 -0.007 -0.037 0.00
H -0.9162 5.7568 -0.7956 0.079 -0.037 -0.011 0.00
H -1.7178 4.6433 0.3119 0.103 0.147 -0.138 0.00
```
Positions in Å, forces in eV/Å.



Here are the calculated max |F| numbers, same order: 0.979, 1.950 (eV Å⁻¹).
Here are the calculated energy above the lowest of the compared OMol25 structures with the same formula, charge and spin numbers, same order: 1.190, 1.478 (eV).